# 1
# C7H12F6O7PZn

A molecular structure, C7H12F6O7PZn (wB97M-V/def2-TZVPD, the OMol25 dataset).

Results
**Charge**: -3
**Frontier orbital gap**: 0.18036 Eh

CARTESIAN COORDINATES (ANGSTROEM)
Zn (-0.289, 0.355, -0.127)
C (3.884, -1.059, 0.528)
C (2.804, -0.025, 0.781)
O (3.141, 1.087, 1.201)
O (1.618, -0.411, 0.522)
H (4.740, -0.669, -0.025)
H (3.487, -1.873, -0.090)
H (4.160, -1.554, 1.465)
C (-3.541, -1.628, -1.214)
C (-2.274, -0.822, -1.079)
O (-2.268, 0.424, -0.913)
O (-1.168, -1.430, -1.096)
H (-4.327, -1.262, -0.556)
H (-3.355, -2.696, -1.147)
H (-3.934, -1.436, -2.225)
C (2.039, 0.699, -3.884)
C (1.688, 1.469, -2.602)
O (2.320, 2.508, -2.353)
O (0.780, 0.966, -1.885)
H (1.325, 0.954, -4.677)
H (2.046, -0.386, -3.780)
H (3.008, 1.050, -4.252)
C (-0.716, 2.942, 1.521)
O (-0.016, 2.338, 0.527)
H (-1.541, 2.333, 1.949)
H (-0.072, 3.324, 2.344)
H (-1.293, 3.841, 1.156)
P (-1.758, -1.305, 2.841)
F (-0.853, -0.453, 1.751)
F (-0.400, -1.482, 3.706)
F (-2.069, 0.066, 3.654)
F (-2.565, -2.204, 3.932)
F (-3.141, -1.030, 2.039)
F (-1.461, -2.631, 1.987)

***

# 2
# C4H7ClN3

A gas-phase ion, C4H7ClN3 (charge +1) (wB97M-V/def2-TZVPD, the OMol25 dataset).

Results
**⟨S²⟩**: 2.01
**Charge**: +1
**Frontier orbital gap (spin up / spin down)**: 0.25878 / 0.26513 Eh
**Spin multiplicity**: 3
**Relative energy (zero: lowest compared OMol25 entry of this formula, charge and spin)**: 39.2 kJ/mol

CARTESIAN COORDINATES (ANGSTROEM)
C (-0.832, -1.086, 0.362)
C (1.259, 1.630, 0.837)
C (-0.217, 0.556, -1.104)
C (-0.061, 1.012, 0.379)
N (1.445, 1.637, 2.065)
N (-0.690, -0.821, -0.916)
N (-0.555, -0.083, 1.121)
Cl (2.226, 2.429, -0.454)
H (-1.076, -1.964, 0.777)
H (-1.003, 1.133, -1.599)
H (0.656, 0.510, -1.858)
H (-0.828, 1.763, 0.450)
H (2.266, 2.142, 2.371)
H (-0.736, -1.561, -1.615)
H (-0.138, -0.116, 2.126)

***

# 3
# C5H15N3P2

2 unconnected molecules or ions with the total composition C5H15N3P2 (wB97M-V/def2-TZVPD, the OMol25 dataset).

Results
**Frontier orbital gap (spin up / spin down)**: 0.29040 / 0.28450 Eh
**Relative energy (zero: lowest compared OMol25 entry of this formula, charge and spin)**: 421.3 kJ/mol

CARTESIAN COORDINATES (ANGSTROEM)
C (1.154, 1.242, 2.289)
C (0.163, -1.852, 1.786)
C (-0.673, 0.528, -2.757)
C (-2.759, 1.007, -0.302)
C (2.254, -0.792, -0.876)
N (-0.611, 0.236, 1.106)
N (0.032, -0.853, 0.725)
N (-0.250, 0.485, -1.373)
P (-0.859, 1.423, 0.015)
P (0.376, -1.030, -0.979)
H (1.872, 1.109, 1.414)
H (0.798, 2.224, 2.532)
H (1.292, 0.576, 3.085)
H (-0.025, -2.992, 1.575)
H (1.256, -1.672, 1.980)
H (-0.264, -1.484, 2.718)
H (-1.417, 1.311, -2.867)
H (0.091, 0.728, -3.436)
H (-1.170, -0.432, -3.046)
H (-2.524, -0.067, -0.460)
H (-2.975, 1.378, -1.343)
H (-3.390, 1.300, 0.424)
H (2.448, -1.704, -0.198)
H (2.287, 0.098, -0.205)
H (2.892, -0.766, -1.807)

***

# 4
# C29H40Cl4F24O6

8 unconnected molecules or ions with the total composition C29H40Cl4F24O6 (wB97M-V/def2-TZVPD, the OMol25 dataset).

Results
**Structure (SMILES)**: FC(F)C(F)(F)COC(F)(F)C(F)F.FC(F)C(F)(F)COC(F)(F)C(F)F.FC(F)C(F)(F)COC(F)(F)C(F)F.C1CCOC1.C1CCOC1.C1CCOC1.ClCCl.ClCCl
**Frontier orbital gap**: 0.36464 Eh
**Relative energy (zero: lowest compared OMol25 entry of this formula, charge and spin)**: 0.0 kJ/mol

CARTESIAN COORDINATES (ANGSTROEM)
F (5.649, -0.807, -5.498)
C (6.922, -1.130, -5.218)
F (7.703, -0.029, -5.311)
C (7.061, -1.724, -3.817)
F (8.337, -2.239, -3.788)
F (6.199, -2.734, -3.670)
C (6.990, -0.726, -2.678)
O (5.708, -0.103, -2.753)
C (5.041, 0.010, -1.593)
F (4.815, -1.201, -1.016)
F (5.748, 0.737, -0.686)
C (3.707, 0.724, -1.890)
F (3.095, 0.134, -2.916)
F (2.892, 0.687, -0.801)
H (7.283, -1.858, -5.954)
H (7.781, 0.016, -2.732)
H (7.097, -1.270, -1.738)
H (3.938, 1.776, -2.091)
F (-0.394, -7.312, 0.728)
C (-0.556, -6.827, -0.525)
F (0.301, -7.434, -1.369)
C (-1.996, -7.060, -0.990)
F (-2.303, -8.384, -1.005)
F (-2.083, -6.645, -2.283)
C (-3.008, -6.397, -0.094)
O (-2.559, -5.135, 0.419)
C (-2.902, -4.034, -0.290)
F (-2.342, -4.054, -1.525)
F (-4.237, -3.954, -0.458)
C (-2.356, -2.841, 0.474)
F (-2.689, -1.681, -0.147)
F (-2.862, -2.815, 1.732)
H (-0.355, -5.753, -0.510)
H (-3.050, -6.997, 0.818)
H (-4.023, -6.358, -0.482)
H (-1.269, -2.886, 0.533)
F (-3.364, 1.187, 5.448)
C (-3.148, 0.956, 4.124)
F (-3.660, -0.226, 3.795)
C (-3.685, 2.145, 3.319)
F (-2.802, 3.159, 3.513)
F (-4.875, 2.587, 3.829)
C (-3.848, 1.955, 1.814)
O (-4.486, 0.720, 1.497)
C (-5.537, 0.821, 0.648)
F (-6.442, 1.736, 1.100)
F (-5.127, 1.254, -0.565)
C (-6.227, -0.549, 0.620)
F (-7.312, -0.522, -0.179)
F (-5.372, -1.517, 0.251)
H (-2.058, 0.990, 3.982)
H (-2.843, 1.949, 1.379)
H (-4.390, 2.806, 1.409)
H (-6.557, -0.769, 1.642)
C (-0.198, 6.444, 0.312)
C (-0.719, 6.107, -1.082)
C (0.519, 6.447, -1.898)
O (1.030, 7.646, -1.299)
C (0.493, 7.779, 0.023)
H (0.546, 5.702, 0.603)
H (-0.926, 6.598, 1.108)
H (-1.575, 6.705, -1.397)
H (-1.042, 5.066, -1.132)
H (0.308, 6.703, -2.936)
H (1.261, 5.644, -1.850)
H (-0.263, 8.571, 0.011)
H (1.293, 8.001, 0.730)
C (1.157, 3.022, 3.924)
C (0.927, 1.601, 4.447)
C (0.567, 0.854, 3.175)
O (-0.263, 1.760, 2.460)
C (0.201, 3.080, 2.723)
H (2.199, 3.124, 3.617)
H (0.934, 3.722, 4.724)
H (0.042, 1.572, 5.092)
H (1.719, 1.082, 4.987)
H (0.054, -0.094, 3.340)
H (1.474, 0.642, 2.584)
H (-0.674, 3.678, 2.996)
H (0.630, 3.565, 1.844)
C (1.375, -3.004, 1.875)
C (2.147, -2.675, 0.609)
C (1.368, -3.480, -0.452)
O (0.433, -4.321, 0.229)
C (0.807, -4.376, 1.604)
H (0.552, -2.290, 2.010)
H (1.860, -2.922, 2.853)
H (3.207, -2.918, 0.656)
H (2.075, -1.605, 0.407)
H (2.037, -4.142, -1.009)
H (0.855, -2.820, -1.148)
H (1.498, -5.219, 1.712)
H (-0.056, -4.566, 2.247)
Cl (-3.614, 2.277, -3.678)
C (-2.059, 2.470, -4.469)
Cl (-2.192, 3.099, -6.116)
H (-1.542, 3.215, -3.879)
H (-1.492, 1.547, -4.433)
Cl (-0.325, -0.374, -2.040)
C (-0.507, 0.835, -0.765)
Cl (-0.443, 2.457, -1.479)
H (-1.492, 0.702, -0.333)
H (0.262, 0.712, -0.013)